(1)
Entry from the Open Molecules 2025 dataset: a 2-piece molecular cluster, C4H11PSi overall (wB97M-V/def2-TZVPD).

Computed properties:
**ΔE to the lowest compared entry with this formula, charge and spin**: 65.52 kcal per mole
**Electronic energy**: -789.6938 a.u.
**Highest occupied orbital energy (spin up / spin down)**: -9.06 / -9.06 eV
**Multiplicity**: 1
**F_max**: 4.18 eV Å⁻¹

```
17
Properties=species:S:1:pos:R:3:forces:R:3:lowdin_charge:R:1
C -0.9985 -1.3886 0.2036 -3.9 0.4 -1.4 -0.687
C 1.0960 -0.0404 -1.7897 0.1 -0.9 1.3 -0.188
C -0.8336 1.8526 -0.0533 1.7 -1.0 0.1 -0.199
C 1.1458 0.0599 1.4799 1.6 -1.4 -0.7 -0.219
Si 0.1016 0.0555 -0.1432 -0.4 2.8 0.6 0.419
P -0.8956 -2.8538 0.9722 0.4 0.6 -0.2 0.718
H -2.7177 -0.8814 -0.4257 3.4 -1.0 1.1 0.160
H 0.7435 0.3208 -2.7471 -0.7 0.1 0.1 0.019
H 2.0629 0.4572 -1.6340 -0.1 -0.3 0.1 0.024
H 1.2305 -1.1410 -1.8439 0.4 0.5 -0.4 0.023
H -0.0396 2.6412 -0.1240 -0.3 -0.7 0.6 0.029
H -1.3775 2.0901 -0.9306 -0.9 -0.2 -1.0 -0.019
H -1.4914 2.0298 0.8044 0.4 -0.2 0.0 0.016
H 0.8522 0.8995 2.1153 0.1 -0.3 0.0 0.017
H 1.0872 -0.9381 2.0279 -0.2 1.4 -0.6 0.012
H 2.2517 0.1346 1.2296 -1.2 0.3 0.3 0.035
H -2.2175 -3.2977 0.8587 -0.4 -0.1 -0.1 -0.161
```
Positions in Å, forces in eV/Å.


(2)
Entry from the Open Molecules 2025 dataset: a 2-piece molecular cluster, C4H11S overall (wB97M-V/def2-TZVPD).

Computed properties:
**ΔE to the lowest compared entry with this formula, charge and spin**: 19.56 kcal per mole
**Electronic energy**: -557.0400 a.u.
**Total charge**: -2
**Highest occupied orbital energy (spin up / spin down)**: 4.30 / 0.15 eV
**Multiplicity**: 2
**F_max**: 1.02 eV Å⁻¹
**<S²>**: 0.75

```
16
Properties=species:S:1:pos:R:3:forces:R:3:lowdin_spin:R:1
C -2.8211 -1.8096 -1.0690 -0.7 -0.5 -0.1 0.428
C -1.5518 -2.6249 -0.9271 0.6 0.0 0.7 0.142
H -3.7241 -2.4394 -1.1164 0.0 -0.1 -0.2 0.155
H -2.8364 -1.2084 -1.9813 0.1 0.3 0.0 0.084
H -2.9970 -1.1762 -0.2003 0.1 0.2 0.0 0.047
H -1.1067 -2.9434 -1.8708 -0.1 0.0 -0.1 0.039
H -0.7788 -2.0974 -0.3503 -0.1 0.2 -0.4 0.002
H -1.7339 -3.5202 -0.3276 -0.2 -0.2 -0.1 0.047
C 2.9181 2.4670 0.6943 -0.9 0.5 -0.1 0.006
C 1.5460 2.1416 1.3218 0.4 -0.7 0.0 0.007
S 0.9876 0.4355 0.9482 0.1 0.3 0.0 0.038
H 2.7449 2.6856 -0.3612 0.1 -0.2 -0.2 0.000
H 3.5722 1.5996 0.7653 0.2 0.2 0.2 0.001
H 3.3242 3.4060 1.1145 0.3 -0.3 0.1 0.001
H 0.8243 2.8762 0.9452 0.0 0.0 0.3 0.001
H 1.6323 2.2081 2.4146 -0.1 0.3 -0.1 0.001
```
Positions in Å, forces in eV/Å.


(3)
Entry from the Open Molecules 2025 dataset: a 2-piece molecular cluster, C4H12 overall (wB97M-V/def2-TZVPD).

Computed properties:
**ΔE to the lowest compared entry with this formula, charge and spin**: 27.99 kcal per mole
**Electronic energy**: -159.4855 a.u.
**Total charge**: -1
**Highest occupied orbital energy (spin up / spin down)**: 1.55 / -7.64 eV
**Multiplicity**: 2
**F_max**: 4.13 eV Å⁻¹
**<S²>**: 0.75

```
16
Properties=species:S:1:pos:R:3:forces:R:3:lowdin_spin:R:1
C 0.0967 -1.8229 2.0014 0.7 -0.4 0.7 0.172
C 1.1644 -1.3623 1.0309 1.9 -0.3 -1.6 0.166
H 0.3507 -2.8019 2.4588 -0.5 -0.2 -1.2 0.018
H 0.0480 -1.3368 2.9605 0.1 1.3 0.2 0.028
H -0.8697 -1.7263 1.5339 -0.5 -0.5 0.0 0.037
H 1.2485 -0.2840 0.7441 -0.9 -0.8 0.2 0.028
H 1.1616 -1.9859 0.0511 -0.4 1.1 1.4 0.034
H 2.2016 -1.5320 1.3847 -0.4 -0.2 0.3 0.023
C -0.5302 1.3243 -2.2074 -1.4 -2.1 0.6 0.147
C -0.8701 1.8318 -0.7858 -0.8 2.8 -3.0 0.190
H -0.2111 0.2720 -2.3313 0.5 0.4 1.0 0.026
H -1.2156 1.2729 -3.0312 -1.7 0.6 0.1 0.016
H 0.1768 1.9250 -2.6445 2.3 1.5 -0.6 0.015
H -1.3982 2.8414 -0.7508 0.3 -1.1 -0.7 0.026
H 0.0152 2.0960 -0.3300 2.4 0.3 1.1 0.035
H -1.3686 1.2889 -0.0845 -1.6 -2.3 1.4 0.038
```
Positions in Å, forces in eV/Å.


(4)
Entry from the Open Molecules 2025 dataset: a 2-piece molecular cluster, C4H12 overall (wB97M-V/def2-TZVPD).

Computed properties:
**ΔE to the lowest compared entry with this formula, charge and spin**: 15.52 kcal per mole
**Electronic energy**: -159.5054 a.u.
**Total charge**: -1
**Highest occupied orbital energy (spin up / spin down)**: 1.60 / -7.37 eV
**Multiplicity**: 2
**F_max**: 2.66 eV Å⁻¹
**<S²>**: 0.75

```
16
Properties=species:S:1:pos:R:3:forces:R:3:lowdin_spin:R:1
C -0.9119 -0.7318 -1.7909 0.8 -0.2 0.5 0.140
C -1.8871 -0.7595 -0.6086 -0.7 -0.9 -1.6 0.140
H -0.0693 -0.0589 -1.6206 0.1 -0.2 0.3 0.021
H -0.5457 -1.7552 -1.9007 0.4 0.1 -0.4 0.024
H -1.2674 -0.3527 -2.7505 -0.7 -0.3 0.1 0.021
H -2.5580 -1.6175 -0.7628 0.1 -0.1 0.1 0.018
H -1.4492 -0.9238 0.3705 0.2 0.6 0.0 0.027
H -2.5527 0.0706 -0.7453 -0.2 0.9 0.9 0.026
C 1.0579 1.2953 0.9011 -1.4 0.2 -2.3 0.225
C 1.7979 0.1732 1.5973 0.7 1.6 1.3 0.172
H -0.0113 1.3585 1.1416 0.1 -0.3 0.5 0.036
H 1.3620 2.3424 0.8439 0.8 -0.2 1.0 0.044
H 0.9923 1.1220 -0.1874 0.2 -0.3 0.1 0.027
H 1.4862 -0.8312 1.3276 -0.1 0.0 -0.1 0.029
H 1.6741 0.3638 2.6715 -0.3 -0.6 0.1 0.024
H 2.8823 0.3047 1.5134 0.0 -0.3 -0.5 0.026
```
Positions in Å, forces in eV/Å.


(5)
Entry from the Open Molecules 2025 dataset: a 2-piece molecular cluster, C4H12 overall (wB97M-V/def2-TZVPD).

Computed properties:
**ΔE to the lowest compared entry with this formula, charge and spin**: 46.89 kcal per mole
**Electronic energy**: -159.4554 a.u.
**Total charge**: -1
**Highest occupied orbital energy (spin up / spin down)**: 1.48 / -7.29 eV
**Multiplicity**: 2
**F_max**: 4.74 eV Å⁻¹
**<S²>**: 0.75

```
16
Properties=species:S:1:pos:R:3:forces:R:3:lowdin_spin:R:1
C -1.2338 1.0845 0.1008 -1.5 3.0 2.6 0.167
C -2.7503 1.3198 0.4208 0.6 0.6 0.9 0.124
H -0.6432 1.0063 0.9891 0.1 -0.1 1.2 0.032
H -1.0279 0.2210 -0.3240 0.8 -3.8 -2.6 0.021
H -0.7340 1.9315 -0.3439 -0.2 0.2 -0.9 0.026
H -2.9870 1.0740 1.5403 0.7 1.5 -1.6 0.021
H -3.4955 0.6136 0.0375 0.5 0.3 -1.0 0.019
H -2.8470 2.3903 -0.0120 -1.0 -1.6 1.4 0.012
C 2.5105 -1.0403 -0.8733 0.6 2.4 1.8 0.158
C 1.4317 -1.3891 0.1285 0.4 -1.7 3.2 0.228
H 3.2659 -1.7156 -1.1937 -0.2 -1.4 -0.7 0.016
H 1.8828 -0.5713 -1.6494 1.3 0.3 -0.3 0.026
H 3.2792 -0.3270 -0.2836 -1.9 -0.7 -1.5 0.030
H 1.4632 -2.3737 0.6804 1.2 0.7 -0.3 0.034
H 0.4314 -1.6056 -0.1860 -0.7 1.0 -1.0 0.040
H 1.4539 -0.6184 0.9685 -0.5 -0.8 -1.1 0.047
```
Positions in Å, forces in eV/Å.


(6)
Entry from the Open Molecules 2025 dataset: a 2-piece molecular cluster, C4H12 overall (wB97M-V/def2-TZVPD).

Computed properties:
**ΔE to the lowest compared entry with this formula, charge and spin**: 5.81 kcal per mole
**Electronic energy**: -159.5757 a.u.
**SMILES string**: CC.CC
**Highest occupied orbital energy**: -11.67 eV
**Multiplicity**: 1
**F_max**: 1.55 eV Å⁻¹

```
16
Properties=species:S:1:pos:R:3:forces:R:3:lowdin_charge:R:1
C -1.7253 -0.0515 0.0090 -0.3 0.0 -0.1 -0.177
C -1.9629 -1.2004 -0.9748 -0.7 0.3 0.7 -0.163
H -1.3711 -0.4328 0.9590 0.0 -0.2 0.3 0.056
H -1.0132 0.7198 -0.2762 -0.2 -0.1 -0.4 0.036
H -2.7088 0.3947 0.1798 0.2 0.3 0.2 0.067
H -1.0722 -1.7941 -1.1722 -0.1 0.0 -0.2 0.056
H -2.7352 -1.8082 -0.4748 0.4 -0.3 -0.3 0.066
H -2.4571 -0.8359 -1.8785 0.5 -0.1 -0.2 0.061
C 2.2985 0.0309 0.1443 -0.3 1.5 0.4 -0.149
C 1.4430 1.1953 0.7058 0.2 -1.0 0.5 -0.179
H 2.9240 -0.3166 0.9542 0.2 -0.3 0.2 0.054
H 1.7007 -0.7997 -0.2078 0.0 0.0 -0.5 0.051
H 2.9583 0.5037 -0.5845 0.0 -0.7 -0.4 0.062
H 0.8722 1.7416 -0.0353 0.2 0.1 -0.3 0.047
H 2.1319 1.8569 1.2305 -0.3 0.3 0.0 0.061
H 0.7173 0.7961 1.4214 0.1 0.2 0.1 0.050
```
Positions in Å, forces in eV/Å.


(7)
Entry from the Open Molecules 2025 dataset: a 2-piece molecular cluster, C4H12 overall (wB97M-V/def2-TZVPD).

Computed properties:
**ΔE to the lowest compared entry with this formula, charge and spin**: 6.93 kcal per mole
**Electronic energy**: -159.5739 a.u.
**SMILES string**: CC.CC
**Highest occupied orbital energy**: -11.70 eV
**Multiplicity**: 1
**F_max**: 1.54 eV Å⁻¹

```
16
Properties=species:S:1:pos:R:3:forces:R:3:lowdin_charge:R:1
C -2.1070 -0.0686 -1.1850 0.1 0.9 1.0 -0.188
C -1.4650 -0.6865 -2.4249 -0.6 0.8 0.3 -0.162
H -3.1918 -0.1720 -1.1669 0.0 -0.1 -0.1 0.058
H -1.7491 -0.3979 -0.2030 0.1 -0.7 -0.3 0.052
H -1.8948 1.0014 -1.0714 -0.2 0.1 -0.6 0.060
H -1.3210 -1.7490 -2.2584 0.2 -0.1 -0.5 0.061
H -0.5578 -0.1535 -2.6998 0.4 -0.4 0.3 0.057
H -2.1336 -0.4712 -3.2611 0.0 -0.5 -0.1 0.061
C 2.1851 0.0414 2.3950 0.6 -0.8 -1.2 -0.172
C 1.3901 0.5904 1.2235 0.0 1.5 0.0 -0.188
H 2.2411 0.7393 3.2233 -0.4 -0.2 0.3 0.063
H 1.8160 -0.9594 2.6280 -0.1 0.2 0.6 0.063
H 3.2170 -0.1140 2.0690 0.1 0.0 0.1 0.060
H 0.3757 0.8402 1.5350 -0.1 -0.1 -0.1 0.057
H 1.3556 0.0214 0.2997 0.0 -0.6 0.2 0.057
H 1.8394 1.5382 0.8970 -0.1 0.0 0.2 0.063
```
Positions in Å, forces in eV/Å.


(8)
Entry from the Open Molecules 2025 dataset: a 2-piece molecular cluster, C4H12 overall (wB97M-V/def2-TZVPD).

Computed properties:
**ΔE to the lowest compared entry with this formula, charge and spin**: 28.84 kcal per mole
**Electronic energy**: -159.5390 a.u.
**SMILES string**: CC.CC
**Highest occupied orbital energy**: -11.12 eV
**Multiplicity**: 1
**F_max**: 7.23 eV Å⁻¹

```
16
Properties=species:S:1:pos:R:3:forces:R:3:lowdin_charge:R:1
C -0.0697 -0.6830 -1.9762 0.4 -1.3 1.3 -0.164
C -0.5164 -1.8679 -1.1105 3.7 4.1 4.7 -0.155
H 0.5753 -1.0972 -2.7139 0.7 0.3 -0.9 0.051
H -0.8886 -0.1950 -2.4015 -1.2 0.9 -0.9 0.042
H 0.4561 0.0111 -1.3039 0.0 -0.2 -0.6 0.048
H -1.1399 -2.5806 -1.4400 -2.1 -2.4 -1.5 0.004
H -0.9541 -1.3235 -0.1654 0.3 -1.6 -1.5 0.077
H 0.4863 -2.2929 -0.7097 -1.8 0.1 -0.6 0.097
C 0.1573 0.6719 2.0082 0.8 1.0 0.5 -0.161
C 0.4327 1.7943 1.0421 -4.2 2.7 -1.7 -0.197
H -0.1157 -0.2095 1.4492 0.3 -0.6 0.5 0.030
H 1.0285 0.6320 2.7147 -0.8 -0.8 -0.7 0.087
H -0.6750 1.0123 2.6072 -0.4 -0.5 0.3 0.055
H 1.4076 2.1085 0.9051 2.1 0.6 0.2 0.022
H -0.2598 2.7352 1.3017 1.9 -1.6 -0.1 0.106
H 0.0561 1.7079 -0.0246 0.3 -0.8 1.1 0.057
```
Positions in Å, forces in eV/Å.


(9)
Entry from the Open Molecules 2025 dataset: a 2-piece molecular cluster, C4H12 overall (wB97M-V/def2-TZVPD).

Computed properties:
**ΔE to the lowest compared entry with this formula, charge and spin**: 7.05 kcal per mole
**Electronic energy**: -159.5737 a.u.
**SMILES string**: CC.CC
**Highest occupied orbital energy**: -11.58 eV
**Multiplicity**: 1
**F_max**: 1.46 eV Å⁻¹

```
16
Properties=species:S:1:pos:R:3:forces:R:3:lowdin_charge:R:1
C -1.2136 2.3809 1.6939 0.3 -0.6 -0.3 -0.164
C -0.6701 0.9512 1.7608 -0.6 -0.4 -0.3 -0.182
H -0.7407 3.0276 2.4346 -0.2 0.1 -0.1 0.062
H -1.0093 2.7499 0.6843 0.1 0.2 0.2 0.062
H -2.2968 2.3787 1.7689 -0.1 0.1 0.4 0.058
H -0.8119 0.4003 2.6871 0.1 0.5 0.5 0.058
H -1.2404 0.3253 1.0725 0.2 0.1 -0.4 0.057
H 0.3732 0.8938 1.4787 0.2 0.0 0.0 0.050
C 1.3670 -1.2965 -1.1415 -0.8 -0.9 -0.2 -0.162
C 0.5430 -1.9212 -2.3112 0.6 -0.1 1.3 -0.159
H 0.9770 -0.3572 -0.7609 0.0 0.3 -0.4 0.038
H 1.2183 -1.9992 -0.3185 0.6 0.1 0.2 0.058
H 2.4111 -1.1930 -1.4269 0.1 -0.1 0.3 0.058
H -0.5028 -1.6553 -2.1533 0.0 0.1 -0.7 0.059
H 0.5977 -3.0103 -2.2086 0.0 0.1 -0.1 0.057
H 0.9982 -1.6750 -3.2598 -0.5 0.3 -0.4 0.052
```
Positions in Å, forces in eV/Å.


(10)
Entry from the Open Molecules 2025 dataset: a 2-piece molecular cluster, C4H12 overall (wB97M-V/def2-TZVPD).

Computed properties:
**ΔE to the lowest compared entry with this formula, charge and spin**: 31.12 kcal per mole
**Electronic energy**: -159.5354 a.u.
**SMILES string**: CC.CC
**Highest occupied orbital energy**: -11.09 eV
**Multiplicity**: 1
**F_max**: 6.52 eV Å⁻¹

```
16
Properties=species:S:1:pos:R:3:forces:R:3:lowdin_charge:R:1
C -1.4199 -1.8908 0.5015 -0.3 1.6 -0.1 -0.155
C -0.3449 -2.2929 -0.5455 -5.2 3.3 -2.1 -0.138
H -1.5277 -2.6115 1.3188 0.2 0.3 0.0 0.058
H -1.3791 -0.7991 0.8833 0.9 -1.8 -0.2 0.070
H -2.3995 -1.7693 0.0630 -0.5 -0.7 -0.5 0.042
H -0.4743 -1.6647 -1.5039 0.3 -0.3 1.5 0.100
H -0.4879 -3.2084 -0.9760 -0.3 -2.9 -0.3 0.025
H 0.5576 -2.1349 -0.2015 4.7 0.5 1.7 -0.004
C 0.9793 2.7992 0.0064 -1.1 1.5 0.2 -0.218
C 0.8517 1.3335 0.0296 0.7 -1.6 4.1 -0.225
H 0.2202 3.2274 -0.6958 1.0 0.0 0.2 0.071
H 0.6279 3.1682 1.0250 1.1 0.1 -1.2 0.085
H 2.0507 2.9938 -0.2878 -1.3 0.6 0.6 0.087
H -0.1731 0.9084 0.1790 1.0 0.4 -0.2 0.060
H 1.5584 1.0459 0.9619 -1.8 0.0 -1.8 0.118
H 1.3606 0.8951 -0.7581 0.5 -1.1 -1.9 0.026
```
Positions in Å, forces in eV/Å.


(11)
Entry from the Open Molecules 2025 dataset: a 2-piece molecular cluster, C4H12 overall (wB97M-V/def2-TZVPD).

Computed properties:
**ΔE to the lowest compared entry with this formula, charge and spin**: 11.05 kcal per mole
**Electronic energy**: -159.5674 a.u.
**SMILES string**: CC.CC
**Highest occupied orbital energy**: -11.43 eV
**Multiplicity**: 1
**F_max**: 2.26 eV Å⁻¹

```
16
Properties=species:S:1:pos:R:3:forces:R:3:lowdin_charge:R:1
C -1.2876 0.7729 0.7421 1.1 1.5 0.6 -0.153
C -1.0395 2.1928 1.3526 -1.3 -0.6 -0.5 -0.160
H -1.9821 0.2247 1.3696 -0.3 -0.1 -0.3 0.061
H -1.6158 0.9003 -0.2800 -0.1 -0.5 -0.2 0.059
H -0.3128 0.2981 0.8149 -0.2 -0.5 -0.4 0.033
H -0.0635 2.6054 1.1187 0.3 -0.3 0.4 0.056
H -1.2838 2.0715 2.4058 0.6 0.6 0.2 0.056
H -1.7383 2.9244 0.9353 -0.2 -0.1 0.2 0.055
C 1.1294 -1.1971 -1.7343 -0.7 -1.6 -1.5 -0.175
C 1.2097 -1.7639 -0.3563 0.9 -0.5 1.8 -0.198
H 1.9906 -1.3876 -2.3807 0.4 0.5 0.5 0.064
H 0.4003 -1.8398 -2.2610 -0.2 0.6 0.1 0.070
H 0.7910 -0.1704 -1.8121 0.1 0.1 0.2 0.058
H 1.3457 -2.8485 -0.2549 -0.1 0.0 -0.8 0.067
H 2.0678 -1.4278 0.2429 -0.2 0.5 -0.2 0.068
H 0.3092 -1.5854 0.2277 0.0 0.3 -0.1 0.040
```
Positions in Å, forces in eV/Å.


(12)
Entry from the Open Molecules 2025 dataset: a 2-piece molecular cluster, C4H12 overall (wB97M-V/def2-TZVPD).

Computed properties:
**ΔE to the lowest compared entry with this formula, charge and spin**: 12.80 kcal per mole
**Electronic energy**: -159.5646 a.u.
**SMILES string**: CC.CC
**Highest occupied orbital energy**: -11.71 eV
**Multiplicity**: 1
**F_max**: 1.92 eV Å⁻¹

```
16
Properties=species:S:1:pos:R:3:forces:R:3:lowdin_charge:R:1
C -1.5117 1.5877 -1.7199 0.8 0.2 0.1 -0.174
C -2.2004 0.2133 -1.6122 -0.5 0.8 -0.1 -0.161
H -0.7197 1.7424 -0.9836 -0.3 -0.1 0.3 0.053
H -1.0260 1.9402 -2.6340 -0.2 -0.8 -0.4 0.057
H -2.2945 2.3244 -1.5617 0.0 0.2 0.3 0.057
H -2.7659 0.0320 -2.5247 -0.2 -0.1 0.1 0.058
H -1.6988 -0.7133 -1.3509 0.8 0.3 -0.2 0.053
H -2.8856 0.3940 -0.7845 -0.4 -0.5 -0.1 0.057
C 2.0567 -0.2274 1.3072 -1.1 -1.3 0.9 -0.151
C 1.6811 -1.5780 1.9838 0.1 0.0 0.1 -0.174
H 1.5130 -0.1747 0.3680 0.7 0.3 -0.4 0.051
H 1.6755 0.5531 1.9599 0.1 0.3 -0.2 0.054
H 3.1397 -0.1865 1.2872 0.0 0.4 -0.6 0.059
H 0.7529 -2.0544 1.6677 -0.2 0.5 -0.2 0.053
H 1.5742 -1.4043 3.0545 0.2 -0.3 0.1 0.055
H 2.4300 -2.3458 1.7934 0.2 0.1 0.2 0.054
```
Positions in Å, forces in eV/Å.